{
  "formula": "C31H63NO18Zr",
  "method": "ωB97M-V with the def2-TZVPD basis set",
  "e_lumo_ev": -7.9,
  "homo_ev": -13.498,
  "charge": 2,
  "gap_ha": 0.207,
  "elements": ["Zr", "O", "O", "O", "O", "O", "O", "O", "O", "O", "O", "O", "O", "O", "O", "O", "O", "O", "O", "N", "C", "C", "C", "C", "C", "C", "C", "C", "C", "C", "C", "C", "C", "C", "C", "C", "C", "C", "C", "C", "C", "C", "C", "C", "C", "C", "C", "C", "C", "C", "C", "H", "H", "H", "H", "H", "H", "H", "H", "H", "H", "H", "H", "H", "H", "H", "H", "H", "H", "H", "H", "H", "H", "H", "H", "H", "H", "H", "H", "H", "H", "H", "H", "H", "H", "H", "H", "H", "H", "H", "H", "H", "H", "H", "H", "H", "H", "H", "H", "H", "H", "H", "H", "H", "H", "H", "H", "H", "H", "H", "H", "H", "H", "H"],
  "coordinates": [[15.843, -12.502, -20.343], [9.002, -9.272, -19.576], [15.279, -14.397, -12.713], [15.322, -15.176, -14.732], [16.400, -5.297, -16.768], [17.655, -8.657, -19.283], [15.158, -12.610, -18.352], [14.604, -5.251, -18.199], [17.200, -10.802, -19.574], [14.653, -10.776, -20.293], [14.550, -9.555, -13.713], [13.956, -7.681, -12.638], [9.247, -10.643, -21.326], [18.586, -14.878, -17.936], [13.650, -13.454, -20.541], [12.064, -6.572, -15.876], [17.823, -13.204, -19.244], [11.211, -5.821, -13.926], [12.041, -14.896, -21.108], [15.308, -14.275, -13.913], [9.632, -9.725, -20.652], [12.916, -15.753, -21.869], [10.889, -8.969, -20.985], [7.389, -9.359, -17.804], [13.919, -6.872, -19.785], [14.715, -6.625, -18.510], [7.795, -9.916, -19.148], [20.147, -13.715, -19.219], [12.473, -13.849, -20.489], [11.317, -7.790, -15.799], [17.553, -9.859, -18.868], [11.393, -13.135, -19.753], [14.282, -11.563, -17.939], [15.277, -3.244, -17.208], [15.071, -8.054, -15.497], [17.352, -16.609, -16.805], [15.633, -8.918, -14.398], [11.954, -5.711, -14.852], [18.734, -13.904, -18.751], [17.829, -9.990, -17.413], [17.473, -8.406, -20.718], [11.286, -8.380, -17.188], [13.839, -8.855, -12.806], [14.051, -10.491, -19.026], [12.898, -4.548, -14.969], [15.480, -4.749, -17.303], [17.975, -7.003, -20.981], [15.185, -12.889, -14.433], [12.365, -15.929, -23.279], [12.723, -9.647, -12.184], [17.242, -15.291, -17.533], [14.348, -7.320, -17.755], [11.688, -9.617, -21.348], [14.495, -9.549, -18.681], [13.952, -4.821, -14.945], [17.265, -6.259, -20.626], [6.988, -9.784, -19.868], [10.427, -9.038, -17.318], [10.320, -7.630, -15.391], [20.225, -13.006, -20.038], [16.413, -8.536, -20.932], [11.837, -8.465, -15.112], [6.390, -9.703, -17.544], [16.267, -2.874, -17.463], [14.287, -12.780, -15.033], [18.159, -9.052, -16.979], [11.542, -12.058, -19.714], [11.289, -15.768, -23.309], [12.987, -10.274, -19.139], [16.337, -8.440, -13.718], [14.538, -2.818, -17.885], [15.285, -12.174, -13.628], [16.030, -12.760, -15.114], [12.681, -3.784, -14.231], [16.352, -16.938, -16.532], [10.614, -8.324, -21.821], [13.306, -12.027, -17.763], [18.078, -9.160, -21.221], [12.839, -6.869, -19.613], [16.722, -15.484, -18.478], [14.317, -7.349, -15.146], [14.875, -2.934, -16.246], [14.625, -11.134, -16.996], [8.101, -9.599, -17.015], [18.169, -6.902, -22.047], [14.157, -7.831, -20.232], [12.585, -16.913, -23.684], [15.810, -7.452, -16.024], [12.695, -4.051, -15.925], [12.804, -15.180, -23.942], [13.965, -15.471, -21.861], [16.197, -9.743, -14.845], [15.751, -6.947, -18.663], [20.716, -13.412, -18.339], [12.217, -8.879, -17.470], [14.044, -6.009, -20.440], [7.969, -10.992, -19.071], [10.426, -13.408, -20.159], [12.831, -16.733, -21.398], [16.901, -10.300, -16.923], [11.514, -13.450, -18.710], [18.549, -10.774, -17.178], [20.550, -14.645, -19.619], [7.330, -8.269, -17.852], [14.507, -8.673, -16.206], [11.969, -8.932, -11.862], [16.699, -14.562, -16.937], [11.311, -8.424, -20.145], [12.283, -10.417, -12.811], [11.147, -7.617, -17.958], [18.916, -6.836, -20.459], [17.902, -17.354, -17.376], [17.893, -16.493, -15.864], [13.083, -10.083, -11.248]],
  "atomic_forces_ev_per_a": [[-3.4, 4.0, 7.0], [0.2, 0.6, 0.4], [0.3, -0.3, -0.1], [0.3, -0.1, -0.1], [-0.3, -1.1, -0.1], [0.2, 0.7, -0.7], [1.5, 0.8, -3.6], [0.2, -0.9, 0.6], [-0.5, -1.1, -1.5], [1.6, -3.6, 0.1], [0.5, -1.0, 0.3], [0.8, 0.6, 0.2], [-0.2, -0.4, 0.0], [-0.5, 0.3, 0.8], [1.8, 0.0, -0.3], [0.1, -0.2, -0.3], [-1.4, -0.8, -0.7], [-0.7, -0.7, 0.1], [0.4, 0.1, 0.1], [-1.1, 0.4, 0.4], [0.2, -0.5, -0.2], [-0.4, -1.8, -0.6], [0.2, 0.1, 0.1], [0.1, 0.7, -0.1], [-0.6, 0.8, 0.3], [-0.1, -1.4, -0.9], [-0.5, -0.7, 0.2], [0.0, 0.0, 0.2], [-0.3, 0.6, -0.5], [0.2, -0.2, 0.0], [-0.2, -0.1, 1.2], [0.5, 0.0, 0.6], [-0.8, -0.9, -0.6], [-0.4, -0.2, -0.2], [-0.3, 0.4, -0.2], [0.5, 0.3, 0.6], [0.0, -0.1, -0.3], [0.7, 0.9, 0.8], [0.7, 0.0, -1.7], [-0.2, -0.3, 0.6], [0.3, 0.3, 0.1], [-0.2, 0.2, -0.6], [-1.3, 0.1, -0.7], [0.8, 1.1, 0.1], [-0.3, 0.7, -1.0], [-0.4, 2.2, -0.5], [0.0, -0.3, 0.1], [1.1, 0.4, -0.6], [0.2, 1.0, -0.3], [0.1, 0.1, 0.8], [-0.5, -1.2, -0.5], [-0.2, 0.6, 0.5], [-0.3, -0.3, -0.1], [0.0, 0.0, 0.0], [-0.1, -0.2, 0.1], [0.0, 0.1, -0.2], [0.2, 0.2, -0.2], [0.2, -0.3, 0.1], [0.0, 0.3, -0.1], [-0.2, 0.4, 0.3], [0.1, -0.1, -0.1], [0.0, 0.0, 0.1], [0.1, -0.2, 0.1], [-0.1, 0.6, 0.5], [-0.2, -0.2, 0.3], [0.0, 0.1, -0.1], [0.0, 0.0, -0.4], [0.0, -0.2, 0.2], [0.0, -0.2, -0.3], [-0.4, 0.4, 0.2], [0.2, -0.5, -0.4], [-0.4, -0.1, 0.1], [0.0, 0.0, 0.0], [0.0, -0.3, 0.4], [0.0, -0.2, -0.2], [0.2, 0.3, 0.2], [0.1, -0.1, 0.3], [-0.1, 0.1, -0.2], [0.1, -0.1, 0.4], [-0.2, 0.3, 0.1], [0.2, 0.0, 0.3], [0.8, -0.1, 0.4], [0.1, 0.1, -0.1], [-0.1, -0.2, 0.0], [-0.2, 0.2, 0.0], [0.2, 0.0, -0.3], [0.1, 0.0, 0.1], [0.2, -0.2, 0.0], [0.2, -0.2, -0.1], [-0.1, -0.1, -0.1], [-0.1, 0.4, 0.2], [-0.1, -0.1, 0.1], [0.2, 0.5, 0.0], [0.3, 0.0, -0.2], [0.0, -0.2, 0.3], [0.4, -0.4, -0.4], [0.1, 0.0, -0.1], [-0.1, 0.1, 0.2], [0.1, 0.2, 0.4], [0.0, 0.1, -0.1], [-0.4, -0.2, 0.0], [0.1, 0.0, -0.3], [-0.1, -0.2, 0.4], [0.0, 0.0, -0.1], [0.3, -0.2, -0.1], [-0.1, 0.0, -0.2], [0.4, 0.4, -0.1], [-0.4, 0.3, 0.0], [0.2, 0.0, -0.1], [-0.1, 0.2, 0.3], [0.0, -0.1, 0.0], [-0.3, -0.1, -0.2], [0.0, 0.1, 0.0], [0.1, -0.3, -0.2]],
  "lowdin_charge": [2.149, -0.010, 0.117, 0.048, 0.110, 0.057, -0.330, 0.013, -0.095, -0.345, -0.040, 0.136, 0.100, 0.081, -0.082, -0.027, -0.102, 0.136, 0.069, -0.437, -0.565, -0.176, 0.028, -0.062, -0.044, -0.240, -0.213, 0.061, -0.467, -0.197, -0.508, 0.076, -0.234, 0.027, -0.060, -0.050, -0.199, -0.549, -0.491, 0.079, -0.157, -0.053, -0.546, -0.248, 0.030, -0.537, -0.030, 0.040, -0.040, 0.028, -0.170, 0.077, 0.080, 0.095, 0.083, 0.081, 0.133, 0.063, 0.130, 0.095, 0.115, 0.119, 0.087, 0.096, 0.097, 0.113, 0.083, 0.093, 0.096, 0.138, 0.089, 0.091, 0.086, 0.099, 0.088, 0.107, 0.110, 0.126, 0.062, 0.121, 0.071, 0.079, 0.101, 0.067, 0.094, 0.054, 0.090, 0.066, 0.092, 0.080, 0.104, 0.091, 0.106, 0.113, 0.050, 0.094, 0.122, 0.113, 0.135, 0.079, 0.115, 0.105, 0.112, 0.087, 0.061, 0.096, 0.105, 0.044, 0.082, 0.080, 0.095, 0.091, 0.094, 0.097]
}